An isolated ion of composition C5H5N2 and charge +1 at a distorted geometry. Source: OMol25; level of theory: ωB97M-V/def2-TZVPD.

The geometry in XYZ format:
```
12
Properties=species:S:1:pos:R:3
C 1.657 -0.523 -0.119
C 1.487 -0.313 -1.504
C -0.426 0.917 -0.924
C -0.884 0.472 0.198
C -1.326 -0.105 1.355
N 0.369 0.179 -1.722
N 1.703 -0.707 1.015
H 1.977 -0.925 -2.239
H -0.745 1.815 -1.291
H -0.901 0.459 2.255
H -0.599 -0.862 1.627
H -2.311 -0.406 1.349
```

Computed properties:
Frontier orbital gap = 8.39 eV
Net charge = +1
HOMO energy = -15.37 eV
ΔE to the lowest compared entry with this formula, charge and spin = 3.0364 eV
F_max = 4.125 eV/A
Multiplicity = 1
Energy = -302.57223 a.u.

C16H34BaOP2 as an isolated structure at a distorted geometry. Source: OMol25; level of theory: ωB97M-V/def2-TZVPD.

The geometry in XYZ format:
```
54
Properties=species:S:1:pos:R:3
P 0.727 2.735 0.292
P -2.402 1.617 0.341
C -0.699 3.913 0.136
C -2.015 3.408 0.745
H -0.810 4.113 -0.940
H -0.373 4.843 0.624
H -1.993 3.469 1.844
H -2.864 4.009 0.389
C -3.133 1.872 -1.334
H -3.465 0.897 -1.717
H -2.367 2.275 -2.011
H -3.989 2.556 -1.303
C -3.875 1.307 1.383
H -4.727 1.942 1.110
H -3.598 1.487 2.434
H -4.155 0.249 1.270
C 2.055 3.502 -0.693
H 2.917 2.821 -0.708
H 2.364 4.467 -0.277
H 1.701 3.642 -1.723
C 1.221 3.006 2.035
H 0.408 2.686 2.699
H 1.442 4.069 2.210
H 2.119 2.410 2.240
Ba 0.803 -4.601 1.094
C -1.632 -1.111 0.033
C -1.399 -0.771 -1.257
C -0.402 0.208 -1.757
C 1.000 -0.424 -1.936
C 1.957 -0.134 -0.849
C 1.720 0.011 0.469
C 0.397 -0.105 1.178
C -0.492 -1.371 1.014
C 3.222 -3.889 0.343
H -2.610 -1.508 0.352
H -2.037 -1.220 -2.028
H -0.347 1.076 -1.068
H -0.735 0.664 -2.711
H 0.945 -1.518 -2.146
H 1.388 0.029 -2.873
H 2.989 -0.033 -1.207
H 2.594 0.190 1.127
H -0.226 0.761 0.838
H 0.543 0.084 2.262
H 0.113 -2.253 0.654
H -0.913 -1.612 2.028
H 4.100 -4.343 0.826
H 3.444 -2.830 0.230
H 3.205 -4.335 -0.659
C 1.606 -7.701 -0.630
O 1.089 -6.585 0.088
H 1.605 -8.587 0.005
H 2.622 -7.514 -0.974
H 0.962 -7.875 -1.489
```

Computed properties:
Frontier orbital gap = 6.11 eV
Net charge = 0
HOMO energy = -6.42 eV
ΔE to the lowest compared entry with this formula, charge and spin = 0.0000 eV
F_max = 1.986 eV/A
Multiplicity = 1
Energy = -1413.27497 a.u.

One molecule with the formula C17H24N2O3 at a distorted geometry. Source: OMol25; level of theory: ωB97M-V/def2-TZVPD.

The geometry in XYZ format:
```
46
Properties=species:S:1:pos:R:3
C -2.490 1.653 -3.844
C -2.163 0.595 -2.750
C -1.079 0.927 -1.659
O -0.613 2.040 -1.681
N -0.616 -0.010 -0.733
C -1.134 -1.309 -0.802
C -2.327 -1.695 -0.206
C -2.769 -3.027 -0.232
C -1.989 -3.995 -0.874
C -0.765 -3.670 -1.429
C -0.367 -2.325 -1.410
C 0.322 0.359 0.382
C -0.319 1.470 1.283
O -1.344 1.208 1.903
O 0.309 2.698 1.285
C -0.493 3.771 1.777
C 0.628 -0.909 1.288
C 1.671 -0.595 2.374
N 2.923 -0.228 1.693
C 4.090 -0.240 2.550
C 2.848 0.902 0.806
C 1.727 0.704 -0.224
H -3.000 1.239 -4.688
H -1.581 2.152 -4.233
H -3.144 2.473 -3.413
H -1.941 -0.338 -3.274
H -3.082 0.489 -2.186
H -2.959 -0.922 0.241
H -3.715 -3.313 0.241
H -2.310 -5.034 -0.863
H -0.093 -4.364 -1.932
H 0.606 -2.070 -1.827
H -0.057 4.757 1.585
H -1.477 3.704 1.279
H -0.640 3.678 2.846
H 1.063 -1.737 0.697
H -0.276 -1.307 1.734
H 1.311 0.192 3.042
H 1.839 -1.488 2.996
H 4.220 -1.275 2.896
H 3.976 0.436 3.402
H 5.048 0.060 2.060
H 2.676 1.815 1.390
H 3.779 1.023 0.220
H 1.669 1.635 -0.821
H 2.039 -0.129 -0.892
```

Computed properties:
Frontier orbital gap = 9.03 eV
Net charge = 0
HOMO energy = -8.24 eV
ΔE to the lowest compared entry with this formula, charge and spin = 2.4618 eV
F_max = 2.562 eV/A
Multiplicity = 1
Energy = -997.40684 a.u.

One molecule with the formula C22H33N3O. Source: OMol25; level of theory: ωB97M-V/def2-TZVPD.

The geometry in XYZ format:
```
59
Properties=species:S:1:pos:R:3
C -6.210 -3.366 0.118
C -5.172 -2.285 0.101
C -5.315 -1.127 0.847
C -4.350 -0.134 0.823
C -3.204 -0.262 0.050
C -2.121 0.802 -0.017
C -2.403 2.001 0.896
C -1.281 3.033 0.786
C -1.181 3.532 -0.653
C -0.882 2.347 -1.568
C 0.442 1.706 -1.159
C 0.348 1.217 0.289
N 1.628 0.638 0.695
C 2.168 -0.480 0.119
O 1.743 -1.003 -0.892
N 3.250 -0.975 0.804
C 4.090 -1.979 0.191
C 5.112 -1.416 -0.822
N 6.297 -0.768 -0.304
C 7.201 -1.645 0.404
C 6.067 0.463 0.415
C 0.047 2.403 1.204
C -0.779 0.186 0.407
C -2.003 1.316 -1.461
C -3.065 -1.429 -0.699
C -4.026 -2.419 -0.675
H -7.033 -3.106 0.779
H -5.774 -4.305 0.458
H -6.606 -3.528 -0.884
H -6.195 -0.993 1.461
H -4.515 0.746 1.424
H -2.486 1.667 1.933
H -3.345 2.473 0.609
H -1.503 3.875 1.452
H -2.121 4.005 -0.948
H -0.389 4.280 -0.736
H -0.809 2.694 -2.604
H 0.672 0.858 -1.803
H 1.257 2.429 -1.244
H 1.927 0.864 1.631
H 3.681 -0.383 1.496
H 3.418 -2.651 -0.347
H 4.596 -2.538 0.981
H 4.589 -0.700 -1.463
H 5.451 -2.243 -1.451
H 8.154 -1.132 0.532
H 6.839 -1.942 1.401
H 7.367 -2.543 -0.188
H 5.323 1.058 -0.112
H 7.001 1.027 0.448
H 5.735 0.310 1.455
H -0.014 2.064 2.242
H 0.851 3.140 1.132
H -0.848 -0.169 1.440
H -0.528 -0.665 -0.224
H -2.954 1.762 -1.763
H -1.794 0.486 -2.136
H -2.189 -1.577 -1.313
H -3.887 -3.313 -1.267
```

Computed properties:
Frontier orbital gap = 8.85 eV
Net charge = 0
HOMO energy = -8.20 eV
ΔE to the lowest compared entry with this formula, charge and spin = 0.0059 eV
F_max = 0.554 eV/A
Multiplicity = 1
Energy = -1097.68409 a.u.

C21H21BF5IrN9O5STe as an isolated structure at a distorted geometry. Source: OMol25; level of theory: ωB97M-V/def2-TZVPD.

The geometry in XYZ format:
```
65
Properties=species:S:1:pos:R:3
Ir -0.313 0.056 -0.099
C -0.829 -0.615 -4.366
C -0.417 -1.160 -3.153
N -0.010 -0.195 -2.332
N -0.174 0.981 -2.980
C -0.650 0.743 -4.215
B 0.182 2.303 -2.280
N 1.496 2.050 -1.493
C 2.712 2.606 -1.565
C 3.500 2.066 -0.569
C 2.677 1.161 0.086
N 1.471 1.138 -0.485
N -0.863 2.709 -1.170
C -1.569 3.839 -1.017
C -2.328 3.741 0.132
C -2.018 2.493 0.654
N -1.123 1.898 -0.129
N 0.226 3.433 -3.292
C -0.834 3.880 -4.018
C -0.382 4.858 -4.864
C 0.994 4.947 -4.582
N 1.354 4.091 -3.644
H -1.217 -1.142 -5.219
H -0.398 -2.195 -2.851
H -0.817 1.544 -4.913
H 2.904 3.354 -2.314
H 4.522 2.306 -0.338
H 2.910 0.581 0.960
H -1.482 4.644 -1.724
H -3.010 4.470 0.531
H -2.395 2.005 1.535
H -1.821 3.466 -3.881
H -0.958 5.422 -5.577
H 1.735 5.595 -5.023
C -4.838 -0.921 5.520
C -4.045 -0.875 4.258
C -4.454 -1.635 3.141
C -3.756 -1.603 1.974
C -2.578 -0.780 1.868
C -2.152 -0.025 3.010
C -2.881 -0.081 4.160
S -0.418 -3.230 0.263
O -1.077 -3.541 -0.980
O 0.278 -4.235 1.027
N 0.546 -1.894 0.067
C 1.740 -1.923 0.761
C 1.656 -0.960 2.183
O 2.578 -1.182 2.920
O 0.697 -0.170 2.135
H -5.850 -0.549 5.340
H -4.385 -0.325 6.309
H -4.940 -1.951 5.869
H -5.342 -2.250 3.216
H -4.070 -2.165 1.104
H -1.240 0.551 2.948
H -2.560 0.486 5.026
H 2.484 -1.323 0.237
H 2.101 -2.900 1.059
F -3.033 -2.772 -3.316
Te -3.458 -1.532 -1.827
F -4.643 -0.622 -0.564
F -4.463 -3.027 -1.115
F -2.640 0.449 -1.797
F -4.668 -0.912 -3.091
O -1.964 -0.780 0.751
```

Computed properties:
Frontier orbital gap (spin up / spin down) = 3.70 / 4.67 eV
Net charge = 0
HOMO energy (spin up / spin down) = -7.85 / -8.60 eV
ΔE to the lowest compared entry with this formula, charge and spin = 7.2505 eV
F_max = 3.440 eV/A
Multiplicity = 2
Energy = -2976.52103 a.u.